Below is one molecule with the formula C3H9N3S at a distorted geometry, with properties calculated with the ωB97M-V functional and the def2-TZVPD basis.

Last columns: bonded neighbours and bond lengths (Å).
CARTESIAN COORDINATES (ANGSTROEM)
1 C 2.144 -0.998 0.383  H4 1.157, H5 1.066, H6 1.170, N13 1.458
2 C -0.518 0.574 -0.164  C3 1.570, N14 1.276, N15 1.402
3 C -1.178 1.981 0.052  C2 1.570, H8 1.153, H9 1.127, H10 1.161
4 H 1.527 -1.223 1.336  C1 1.157
5 H 2.557 -1.953 0.148  C1 1.066
6 H 2.923 -0.171 0.664  C1 1.170
7 H 1.891 -0.600 -1.681  N13 1.108
8 H -1.971 2.166 -0.765  C3 1.153
9 H -0.356 2.752 0.078  C3 1.127
10 H -1.897 1.998 0.963  C3 1.161
11 H -0.442 -1.217 -0.520  N15 0.971
12 H -2.751 -1.669 1.064  S16 1.447
13 N 1.303 -0.608 -0.742  C1 1.458, H7 1.108, N14 1.389
14 N 0.734 0.615 -0.407  C2 1.276, N13 1.389
15 N -1.174 -0.665 -0.199  C2 1.402, H11 0.971, S16 1.647
16 S -2.791 -0.981 -0.209  H12 1.447, N15 1.647

Results
HOMO energy = -0.304 Eh
M = 119.19 g mol⁻¹
spin multiplicity = 1
energy above the lowest of the compared OMol25 structures with the same formula, charge and spin = 64.7 kcal/mol
gap between HOMO and LUMO = 9.1 eV
SMILES = CN/N=C(/C)NS